Density functional theory data (ωB97M-V/def2-TZVPD) for a 2-piece molecular cluster, CH4NO2 overall in a non-equilibrium geometry.

Last column: Mulliken charge in e.
Positions of all 8 atoms, in Å:
O (-0.08, -1.60, -0.03)  -0.538
C (0.56, -1.08, 0.87)  0.341
O (0.45, 0.08, 1.36)  -0.308
H (1.37, -1.67, 1.35)  0.318
N (-0.44, 1.11, -1.09)  -0.646
H (0.02, 1.51, -0.27)  0.274
H (-0.54, 0.10, -0.91)  0.326
H (-1.33, 1.55, -1.28)  0.234

The total charge is 0. The HOMO energy (spin up / spin down) comes out at -10.49 / -9.87 eV. As for the spin multiplicity: 2. For the energy relative to the best compared isomer or geometry (same formula, charge and spin), the calculation gives 81.60 kJ/mol.

Density functional theory data (ωB97M-V/def2-TZVPD) for C26H20GeNO4Tc as an isolated structure.

Last column: Mulliken charge in e.
Positions of all 53 atoms, in Å:
Tc (-0.09, -0.02, -0.02)  0.061
O (1.84, 3.38, 1.35)  -0.445
C (1.03, 2.36, 1.14)  0.653
O (1.11, 1.69, 0.05)  -0.743
C (0.05, 2.03, 2.11)  0.012
C (-0.25, 2.64, 3.34)  -0.389
C (-1.29, 2.15, 4.10)  -0.686
C (-2.06, 1.05, 3.63)  -0.519
C (-1.73, 0.49, 2.44)  0.769
N (-0.69, 0.95, 1.70)  -0.375
C (-2.38, -0.63, 1.70)  0.727
O (-3.45, -1.23, 2.14)  -0.434
O (-1.90, -1.00, 0.62)  -0.616
H (2.45, 3.46, 0.60)  0.377
H (0.33, 3.48, 3.68)  0.496
H (-1.53, 2.61, 5.05)  0.443
H (-2.89, 0.68, 4.23)  0.223
H (-3.75, -0.86, 2.99)  0.309
C (0.97, -1.29, 0.04)  0.320
Ge (2.38, -2.56, -0.64)  1.214
C (1.32, -3.52, -1.94)  0.418
C (1.70, -3.60, -3.28)  -0.295
C (0.90, -4.27, -4.20)  -0.641
C (-0.27, -4.87, -3.79)  -0.442
C (-0.66, -4.82, -2.46)  -0.715
C (0.14, -4.15, -1.54)  -0.373
C (3.62, -1.32, -1.46)  0.051
C (3.19, -0.57, -2.55)  -0.008
C (4.04, 0.35, -3.15)  -0.864
C (5.33, 0.53, -2.66)  -0.491
C (5.76, -0.20, -1.56)  -0.656
C (4.91, -1.12, -0.96)  -0.339
C (3.01, -3.62, 0.83)  0.322
C (2.17, -3.86, 1.91)  -0.297
C (2.57, -4.70, 2.95)  -0.646
C (3.82, -5.30, 2.90)  -0.449
C (4.66, -5.08, 1.82)  -0.686
C (4.26, -4.25, 0.79)  -0.267
H (2.62, -3.13, -3.62)  0.446
H (1.21, -4.32, -5.24)  0.395
H (-0.89, -5.39, -4.51)  0.395
H (-1.57, -5.30, -2.14)  0.399
H (-0.17, -4.12, -0.50)  0.333
H (2.19, -0.70, -2.95)  0.506
H (3.70, 0.93, -4.00)  0.419
H (5.99, 1.24, -3.13)  0.418
H (6.76, -0.06, -1.17)  0.418
H (5.26, -1.67, -0.10)  0.425
H (1.20, -3.38, 1.97)  0.234
H (1.91, -4.87, 3.79)  0.395
H (4.13, -5.96, 3.70)  0.387
H (5.63, -5.56, 1.78)  0.398
H (4.92, -4.10, -0.06)  0.413

The total charge is +1. The HOMO energy (spin up / spin down) comes out at -9.77 / -11.58 eV. As for the spin multiplicity: 4. For the energy relative to the best compared isomer or geometry (same formula, charge and spin), the calculation gives 41.72 kJ/mol.

Density functional theory data (ωB97M-V/def2-TZVPD) for a 7-piece molecular cluster, C6H25NO7 overall in a non-equilibrium geometry.

Last column: Mulliken charge in e.
Positions of all 39 atoms, in Å:
C (1.95, -2.07, 1.67)  -1.529
C (0.89, -1.18, 1.14)  0.292
N (1.42, -0.19, 0.22)  -0.437
C (0.21, 0.38, -0.49)  0.179
C (-0.80, 1.15, 0.42)  -0.249
O (-0.46, 1.60, 1.50)  -0.569
C (0.91, 1.37, -1.46)  -0.227
C (-0.14, 1.94, -2.53)  -1.301
H (2.68, -1.56, 2.43)  0.276
H (1.61, -3.03, 1.91)  0.444
H (2.71, -2.26, 0.95)  0.411
H (-0.01, -1.75, 0.76)  -0.083
H (0.43, -0.74, 2.11)  0.271
H (2.02, 0.55, 0.60)  0.372
H (-0.46, -0.37, -0.93)  0.410
H (-1.74, 1.44, -0.02)  0.359
H (1.70, 0.99, -2.19)  0.379
H (1.27, 2.30, -0.96)  0.036
H (-1.15, 2.07, -2.04)  0.250
H (0.07, 2.87, -2.95)  0.439
H (-0.22, 1.31, -3.38)  0.336
O (-3.89, 0.56, -0.18)  -0.653
H (-3.87, -0.43, -0.25)  0.350
H (-4.70, 0.84, 0.38)  0.299
O (2.18, 3.78, 0.29)  -0.729
H (1.83, 3.60, 1.12)  0.380
H (3.18, 3.54, 0.67)  0.333
O (0.81, -2.64, -2.17)  -0.681
H (1.21, -1.96, -1.43)  0.351
H (0.88, -2.07, -3.04)  0.332
O (2.04, 2.20, 2.39)  -0.612
H (1.75, 2.45, 3.29)  0.279
H (1.29, 2.11, 1.91)  0.296
O (-2.05, -3.42, -0.74)  -0.557
H (-1.20, -3.51, -0.93)  0.258
H (-2.51, -4.17, -1.06)  0.244
O (-3.69, -1.82, 1.11)  -0.674
H (-3.25, -2.27, 0.26)  0.402
H (-2.93, -1.59, 1.63)  0.322

The total charge is 0. The HOMO energy comes out at -9.12 eV. As for the spin multiplicity: 1. The SMILES is CCN[C@@H](C=O)CC.O.O.O.O.O.O. For the energy relative to the best compared isomer or geometry (same formula, charge and spin), the calculation gives 488.37 kJ/mol.

Density functional theory data (ωB97M-V/def2-TZVPD) for C4H5N3 as an isolated structure in a non-equilibrium geometry.

Last column: Mulliken charge in e.
Positions of all 12 atoms, in Å:
N (0.66, -1.81, -0.13)  -0.524
C (-0.47, -1.02, 0.16)  0.809
C (-0.60, 0.31, -0.57)  -0.170
C (-1.08, 0.72, 0.84)  -0.479
N (-0.65, -0.60, 1.36)  -0.607
C (1.42, -0.79, -0.30)  -0.205
N (0.85, 0.47, -0.72)  -0.422
H (-1.20, 0.54, -1.46)  0.378
H (-0.50, 1.56, 1.24)  0.288
H (-2.14, 0.84, 1.03)  0.278
H (2.42, -0.78, 0.10)  0.365
H (1.14, 0.60, -1.68)  0.288

The total charge is 0. The HOMO energy comes out at -9.39 eV. As for the spin multiplicity: 1. For the energy relative to the best compared isomer or geometry (same formula, charge and spin), the calculation gives 417.32 kJ/mol.

Density functional theory data (ωB97M-V/def2-TZVPD) for C17H20CuN8S as an isolated structure in a non-equilibrium geometry.

Last column: Mulliken charge in e.
Positions of all 47 atoms, in Å:
Cu (8.86, 10.73, 7.16)  -0.040
C (10.88, 7.64, 10.77)  -0.773
N (10.11, 7.37, 9.53)  0.149
C (9.89, 6.15, 8.95)  -0.440
C (9.08, 6.23, 7.91)  -0.525
N (8.77, 7.57, 7.81)  0.510
C (9.40, 8.30, 8.79)  0.055
S (9.30, 9.93, 9.22)  -0.276
C (7.64, 7.99, 7.01)  0.371
C (6.52, 7.17, 6.90)  -0.775
C (5.46, 7.57, 6.09)  -0.617
C (5.56, 8.75, 5.39)  -0.701
C (6.70, 9.53, 5.54)  -0.140
N (7.76, 9.18, 6.34)  0.054
H (11.41, 6.74, 11.11)  0.336
H (10.13, 7.86, 11.58)  0.347
H (11.60, 8.45, 10.70)  0.271
H (10.53, 5.33, 9.25)  0.405
H (8.66, 5.44, 7.25)  0.535
H (6.45, 6.26, 7.44)  0.560
H (4.52, 7.06, 6.05)  0.459
H (4.86, 9.14, 4.72)  0.436
H (6.73, 10.38, 4.92)  0.478
N (7.82, 12.63, 6.56)  -0.098
C (7.22, 13.61, 6.64)  0.217
C (6.63, 14.86, 6.80)  0.345
C (7.42, 15.99, 6.87)  0.105
N (8.08, 16.91, 7.02)  -0.234
C (5.24, 14.95, 6.82)  0.072
N (4.09, 14.93, 7.04)  -0.246
N (13.54, 11.13, 6.84)  -0.097
C (12.86, 12.44, 6.57)  -0.848
C (11.39, 12.25, 6.77)  -0.482
N (10.81, 11.08, 6.09)  -0.228
C (11.55, 9.82, 6.33)  -0.367
C (13.07, 10.02, 6.01)  -1.005
H (13.44, 10.86, 7.85)  0.391
H (14.57, 11.31, 6.71)  0.391
H (13.08, 12.65, 5.51)  0.367
H (13.23, 13.18, 7.20)  0.468
H (10.81, 13.13, 6.50)  0.530
H (11.23, 12.08, 7.86)  0.255
H (10.77, 11.25, 5.09)  0.319
H (11.21, 9.01, 5.64)  0.458
H (11.49, 9.58, 7.40)  0.181
H (13.26, 10.21, 4.92)  0.338
H (13.61, 9.14, 6.22)  0.490

The total charge is +2. The HOMO energy (spin up / spin down) comes out at -13.52 / -13.52 eV. As for the spin multiplicity: 2. For the energy relative to the best compared isomer or geometry (same formula, charge and spin), the calculation gives 0.00 kJ/mol.

Density functional theory data (ωB97M-V/def2-TZVPD) for a 2-piece molecular cluster, C6H18N overall in a non-equilibrium geometry.

Last column: Mulliken charge in e.
Positions of all 25 atoms, in Å:
C (-1.33, 1.76, 0.42)  -0.465
C (-0.78, 2.29, 1.74)  -1.115
N (-0.28, 1.85, -0.70)  -0.314
H (-1.78, 0.80, 0.55)  0.311
H (-2.10, 2.46, 0.05)  0.460
H (-0.22, 3.24, 1.68)  0.362
H (-0.03, 1.67, 2.16)  0.361
H (0.53, 1.24, -0.20)  0.219
H (-0.58, 1.33, -1.51)  0.351
H (-0.02, 2.82, -1.02)  0.355
H (-1.68, 2.37, 2.35)  0.350
C (0.40, -1.32, -0.03)  1.256
C (0.89, -2.72, 0.39)  -1.521
C (1.58, -0.60, -0.67)  -1.458
C (-0.80, -1.43, -0.99)  -1.284
H (0.20, -0.64, 0.88)  -0.086
H (1.10, -3.48, -0.50)  0.297
H (1.92, -1.19, -1.53)  0.399
H (1.61, 0.46, -1.11)  0.255
H (2.59, -0.47, -0.23)  0.440
H (-1.58, -2.14, -0.63)  0.327
H (-1.28, -0.48, -1.18)  0.238
H (-0.40, -2.03, -1.80)  0.412
H (0.20, -3.20, 1.05)  0.429
H (1.87, -2.57, 0.83)  0.420

The total charge is +1. The HOMO energy comes out at -14.74 eV. As for the spin multiplicity: 1. For the energy relative to the best compared isomer or geometry (same formula, charge and spin), the calculation gives 160.51 kJ/mol.

Going through the records in order, we get electronic energy values of -245.65441 -3515.91121 -824.90992 -319.55326 -3135.92010 -293.84659 a.u..